[1]
Entry from the OMol25 dataset: a structure of composition C14H17I2LaNO4RhS at a distorted geometry (ωB97M-V/def2-TZVPD).

Properties
Orbital gap (alpha / beta)   6.94 / 4.22 eV
E   -2033.43194 Eh
Spin multiplicity   5
Lowest unoccupied orbital energy (alpha / beta)   -14.2135 / -17.4861 eV
Energy above the lowest of the compared OMol25 structures with the same formula, charge and spin   0.0 kcal per mole
Charge   +4

Atoms and positions in Å:
I  1.06  -0.33  -3.67
I  -1.77  -2.52  -0.85
Rh  -0.77  -1.36  1.41
La  0.26  0.50  -0.74
S  1.23  -2.10  0.06
C  1.81  2.25  0.93
C  0.49  3.35  -0.90
C  2.96  -2.14  0.69
C  3.24  -3.63  0.90
C  3.07  -1.38  2.00
C  3.86  -1.59  -0.42
C  -2.48  -0.81  1.84
C  -0.01  -0.46  2.86
O  0.75  4.47  -0.96
O  2.48  2.90  1.59
O  -3.55  -0.51  2.16
O  0.35  0.20  3.74
H  4.25  -3.77  1.28
H  3.15  -4.17  -0.05
H  2.53  -4.05  1.61
H  4.12  -1.40  2.33
H  2.45  -1.86  2.77
H  2.78  -0.33  1.88
H  4.91  -1.70  -0.10
H  3.68  -0.53  -0.64
H  3.73  -2.17  -1.34
C  -2.42  2.90  0.90
C  -2.83  2.24  -0.35
C  -4.09  2.37  -0.97
C  -4.10  1.49  -2.08
C  -2.83  0.88  -2.11
C  -2.45  -0.19  -3.05
N  -2.04  1.38  -1.09
H  -1.49  2.47  1.32
H  -3.22  2.78  1.66
H  -2.28  3.98  0.74
H  -4.89  3.02  -0.63
H  -4.89  1.27  -2.79
H  -3.09  -1.07  -2.87
H  -2.59  0.12  -4.09
H  -1.39  -0.50  -2.98

=====

[2]
Entry from the OMol25 dataset: a structure of composition C30H49BN4O2P2Pd (ωB97M-V/def2-TZVPD).

Properties
Orbital gap   3.46 eV
E   -2377.39922 Eh
Lowest unoccupied orbital energy   4.5809 eV
Energy above the lowest of the compared OMol25 structures with the same formula, charge and spin   0.0 kcal per mole
Charge   -2

Atoms and positions in Å:
Pd  0.61  -0.44  -0.05
C  -4.64  2.13  -1.73
C  -3.15  2.52  -1.71
C  -2.95  3.50  -0.54
C  -2.82  3.29  -2.99
P  -1.81  1.17  -1.38
C  -2.74  0.12  -0.12
N  -2.17  0.31  1.20
B  -0.68  0.20  1.33
N  -0.43  1.07  2.49
C  0.88  1.62  2.74
P  1.85  1.70  1.12
C  2.39  3.60  1.31
C  2.84  4.23  2.63
C  3.43  3.92  0.23
C  1.09  4.31  0.90
C  3.44  0.73  1.53
C  3.12  -0.67  2.08
C  4.38  1.39  2.54
C  4.17  0.53  0.20
C  -1.59  1.66  2.94
C  -1.83  2.57  3.96
C  -3.14  3.01  4.18
C  -4.19  2.55  3.41
C  -3.96  1.63  2.37
C  -2.67  1.19  2.13
C  -1.80  0.05  -2.92
C  -0.89  0.73  -3.96
C  -3.17  -0.24  -3.54
C  -1.16  -1.31  -2.60
H  -5.23  2.99  -2.08
H  -5.00  1.88  -0.73
H  -4.86  1.29  -2.39
H  -3.62  4.36  -0.67
H  -1.92  3.86  -0.51
H  -3.17  3.05  0.42
H  -3.37  4.24  -3.00
H  -3.09  2.74  -3.89
H  -1.75  3.52  -3.04
H  -2.60  -0.93  -0.40
H  -3.81  0.33  -0.11
H  1.44  1.06  3.50
H  0.76  2.64  3.12
H  3.84  3.92  2.93
H  2.16  4.00  3.46
H  2.85  5.32  2.53
H  4.43  3.58  0.51
H  3.48  5.00  0.07
H  3.16  3.45  -0.72
H  0.29  4.18  1.64
H  0.71  3.91  -0.05
H  1.26  5.39  0.78
H  2.75  -0.63  3.11
H  4.05  -1.26  2.08
H  2.37  -1.18  1.48
H  3.87  1.66  3.46
H  4.86  2.29  2.14
H  5.18  0.68  2.79
H  3.55  -0.05  -0.48
H  5.10  -0.03  0.37
H  4.44  1.47  -0.28
H  -1.01  2.93  4.57
H  -3.33  3.73  4.98
H  -5.20  2.91  3.59
H  -4.78  1.29  1.76
H  -1.29  1.67  -4.33
H  -0.76  0.06  -4.82
H  0.09  0.91  -3.53
H  -3.64  0.65  -3.96
H  -3.85  -0.68  -2.82
H  -3.05  -0.96  -4.36
H  -0.25  -1.24  -1.98
H  -0.87  -1.78  -3.55
H  -1.85  -1.98  -2.09
O  0.75  -3.58  -0.13
N  1.10  -3.80  -1.28
N  1.79  -2.83  -1.86
O  2.12  -1.69  -1.30
C  2.20  -3.07  -3.18
C  1.87  -4.24  -3.88
C  2.31  -4.40  -5.19
C  3.06  -3.42  -5.82
C  3.38  -2.27  -5.13
C  2.95  -2.08  -3.82
H  1.28  -5.00  -3.40
H  2.04  -5.31  -5.72
H  3.39  -3.56  -6.85
H  3.96  -1.49  -5.60
H  3.18  -1.18  -3.26